A molecular structure, C13H13FeNS in a non-equilibrium geometry, computed with ωB97M-V/def2-TZVPD.

```
29
Properties=species:S:1:pos:R:3:forces:R:3:lowdin_charge:R:1
C -2.774 -0.178 0.090 0.0 -0.3 -0.1 -0.131
C -1.836 0.326 1.112 -0.8 -0.8 0.6 -0.173
C -0.769 1.125 0.826 2.0 2.8 -0.6 -0.333
C 0.266 1.659 1.798 -1.8 -0.2 -0.6 -0.162
C 1.235 2.353 1.077 -0.1 1.9 -2.2 -0.220
C 0.870 2.329 -0.377 0.8 1.9 1.9 -0.207
C -0.316 1.616 -0.535 -1.4 -0.2 1.1 -0.136
Fe 1.118 0.388 0.367 -0.5 -0.4 -0.3 0.292
C 1.025 -1.658 -0.121 1.4 -0.8 0.6 -0.175
C 1.270 -1.490 1.299 1.3 -1.1 -0.8 -0.194
C 2.501 -0.735 1.456 0.0 -1.3 -0.5 -0.211
C 3.014 -0.435 0.132 0.0 -0.9 0.2 -0.215
C 2.101 -1.006 -0.844 0.1 -0.9 0.7 -0.191
H -3.318 -1.063 0.431 0.0 0.1 0.0 0.060
H -3.510 0.588 -0.165 -0.2 0.0 -0.3 0.064
H -2.241 -0.463 -0.820 -0.2 0.1 -0.2 0.050
H -2.008 0.069 2.143 0.0 -0.1 0.4 0.077
H 0.265 1.484 2.874 -0.1 0.0 -0.3 0.089
H 2.125 2.829 1.493 -0.3 -0.1 -0.2 0.075
H 1.425 2.816 -1.180 -0.1 -0.1 0.3 0.077
H -0.839 1.443 -1.477 0.2 0.0 0.4 0.100
H 0.200 -2.219 -0.566 0.2 0.4 0.2 0.098
H 0.653 -1.890 2.106 0.2 0.3 -0.3 0.086
H 2.952 -0.437 2.406 -0.2 -0.1 -0.4 0.080
H 3.921 0.132 -0.094 -0.3 -0.3 0.1 0.074
H 2.214 -0.971 -1.929 -0.1 0.0 0.4 0.084
N -2.832 -0.959 -3.559 -0.6 -2.1 -0.5 -0.048
C -3.146 -2.081 -3.806 1.4 4.9 1.1 -1.185
S -3.565 -3.574 -4.135 -0.8 -2.9 -0.7 0.278
```
Forces are in eV/Å.

* HOMO-LUMO gap (alpha / beta): 3.6 / 5.6 eV
* net charge: -2
* spin multiplicity: 5


A molecular structure, C13H13KN4OS in a non-equilibrium geometry, computed with ωB97M-V/def2-TZVPD.

```
33
Properties=species:S:1:pos:R:3:forces:R:3:lowdin_charge:R:1
K -2.747 11.794 -2.644 -0.2 0.4 -0.1 0.754
N -2.226 16.831 -2.460 -0.5 -0.5 -0.7 0.032
C -2.524 15.492 -2.201 -0.1 0.6 -0.4 -0.894
S -3.828 14.796 -3.131 0.4 -0.1 0.4 0.445
N -1.803 14.998 -1.220 0.2 0.7 -0.1 -0.057
N -2.048 13.743 -0.828 -0.1 -0.5 0.9 -0.009
C -1.760 13.455 0.414 0.0 0.2 -0.8 -0.197
C -1.206 14.390 1.426 1.2 -1.3 0.1 -0.170
C -0.176 13.917 2.306 -0.8 1.0 -0.2 -0.027
C 0.336 14.777 3.272 -0.3 -0.2 0.0 -0.093
C -0.142 16.080 3.379 0.0 0.5 -0.4 -0.095
C -1.038 16.562 2.425 -0.6 0.4 0.6 -0.076
C -1.590 15.709 1.473 0.1 0.7 0.5 -0.044
C -2.059 12.064 0.813 -0.2 -0.8 0.5 -0.222
C -2.462 11.721 2.131 0.2 -0.5 -1.9 0.004
C -2.917 10.431 2.348 0.4 0.8 0.3 -0.057
C -2.908 9.500 1.325 -0.9 -0.3 0.7 -0.071
C -2.465 9.898 0.091 0.2 -0.3 0.3 -0.165
N -2.024 11.127 -0.149 0.0 0.1 -0.4 0.019
H -2.580 17.247 -3.331 0.3 -0.6 0.8 0.077
H -1.333 17.155 -2.128 0.0 0.0 0.1 0.077
H 0.187 12.898 2.263 -0.1 0.0 -0.2 0.112
H 1.081 14.440 3.983 0.0 -0.1 -0.1 0.099
H 0.198 16.727 4.190 0.0 -0.2 -0.3 0.102
H -1.434 17.596 2.461 0.5 -0.7 0.1 0.112
H -2.330 16.104 0.800 -0.1 -0.1 -0.1 0.104
H -2.471 12.459 2.887 0.0 0.6 0.7 0.104
H -3.273 10.212 3.336 -0.2 -0.4 0.2 0.106
H -3.367 8.529 1.494 0.3 0.0 -0.2 0.108
H -2.473 9.128 -0.686 0.2 0.5 -0.2 0.111
O -5.131 12.488 -1.043 -0.1 -0.8 -0.1 -0.118
H -4.910 13.251 -1.583 0.2 0.8 -0.5 -0.098
H -4.928 12.777 -0.158 0.1 0.1 0.5 0.026
```
Forces are in eV/Å.

* HOMO-LUMO gap: 6.9 eV
* ΔE to the lowest compared entry with this formula, charge and spin: 0.000 eV


A molecular structure, C13H13N3O7S2Zr, computed with ωB97M-V/def2-TZVPD.

```
39
Properties=species:S:1:pos:R:3:forces:R:3:lowdin_charge:R:1
Zr -0.013 -1.669 -0.633 -0.2 0.0 -0.3 1.988
O 3.250 -1.049 -3.442 0.0 0.0 0.2 0.242
C 2.093 -1.146 -2.870 0.1 -0.1 -0.2 -0.420
O 1.940 -1.504 -1.701 -0.2 0.1 0.0 -0.011
C 0.932 -0.768 -3.756 -0.1 0.0 0.0 -0.029
O -0.287 -1.113 -3.103 0.0 -0.1 0.0 -0.175
C -1.006 -2.297 -3.609 -0.1 0.0 -0.1 0.010
C -1.083 -2.970 -2.257 0.0 0.0 0.1 -0.562
O -0.018 -3.501 -1.815 0.0 -0.3 -0.2 -0.039
O -1.867 -2.449 -1.401 0.0 0.0 -0.1 -0.026
H 3.970 -1.267 -2.817 0.0 0.0 -0.2 0.185
H 0.952 0.314 -3.900 0.0 0.0 0.0 0.173
H 1.023 -1.243 -4.731 0.0 0.0 0.0 0.164
H -1.966 -1.986 -4.005 0.0 0.0 0.0 0.156
H -0.404 -2.843 -4.328 0.0 0.0 0.0 0.153
N -2.599 5.339 2.609 0.0 0.0 0.0 0.184
C -2.001 4.195 2.274 0.0 0.0 0.0 -0.265
C -1.110 3.558 3.174 0.0 0.0 0.0 0.009
C -0.506 2.383 2.841 0.1 -0.1 0.0 -0.027
C -0.761 1.805 1.581 -0.2 0.4 -0.1 -0.341
C -1.644 2.431 0.667 0.0 0.0 0.0 -0.037
C -2.248 3.603 1.007 0.1 0.0 0.1 0.009
S -0.117 0.345 1.128 -0.4 -0.2 -0.3 0.769
O -1.180 -0.744 0.841 0.4 0.2 0.1 -0.400
O 0.463 0.366 -0.306 0.2 0.0 0.4 -0.416
N 0.900 -0.140 2.164 0.1 -0.2 0.1 -0.122
C 1.405 -1.395 2.033 -0.1 0.1 0.0 -0.680
S 2.515 -1.969 3.183 0.1 0.0 0.1 1.188
C 2.627 -3.473 2.355 0.0 -0.2 0.0 -0.332
C 1.840 -3.492 1.269 0.0 0.1 0.0 -0.186
N 1.136 -2.302 1.059 0.2 0.2 0.3 -0.149
H -2.444 5.771 3.504 0.0 0.0 0.0 0.130
H -3.239 5.797 1.983 0.0 0.0 0.0 0.129
H -0.913 4.012 4.136 0.0 0.0 0.0 0.130
H 0.168 1.903 3.536 0.0 0.0 0.0 0.123
H -1.847 1.993 -0.301 0.0 0.0 0.0 0.126
H -2.920 4.087 0.311 0.0 0.0 0.0 0.129
H 3.253 -4.266 2.730 0.0 0.0 0.0 0.094
H 1.704 -4.318 0.588 0.0 0.0 0.0 0.127
```
Forces are in eV/Å.

* HOMO-LUMO gap: 7.1 eV
* net charge: +2


C13H13NO5S in the gas phase in a non-equilibrium geometry, computed with ωB97M-V/def2-TZVPD.

```
33
Properties=species:S:1:pos:R:3:forces:R:3:lowdin_charge:R:1
C -6.485 -1.938 0.284 0.4 0.1 0.0 -0.064
C -5.139 -1.552 0.863 -0.2 -0.1 0.4 -0.215
O -4.292 -1.123 -0.212 -0.2 -0.1 -0.4 0.011
C -3.117 -0.614 0.128 0.4 0.2 -0.1 -0.472
O -2.710 -0.496 1.251 0.0 0.0 0.1 0.143
C -2.328 -0.195 -1.112 -0.1 -0.1 0.1 -0.006
N -1.200 0.610 -0.715 -0.4 -0.5 -0.3 -0.016
C -1.411 1.883 -0.253 0.7 0.4 0.1 -0.728
O -2.450 2.474 -0.265 -0.4 0.0 0.0 0.068
S 0.138 2.535 0.321 -0.1 0.2 0.1 1.093
C 0.991 1.032 -0.039 0.7 0.4 0.4 -0.405
C 2.315 0.928 0.236 -0.7 0.2 -0.1 -0.004
C 3.220 -0.146 0.056 -0.3 -1.2 -0.5 -0.239
C 3.140 -1.440 -0.429 -0.1 0.7 0.2 0.024
C 4.428 -1.985 -0.324 0.6 0.5 0.3 -0.007
C 5.226 -1.006 0.216 0.0 -0.9 -0.3 -0.316
C 6.670 -1.002 0.557 -0.2 0.3 0.1 -0.003
O 4.507 0.099 0.446 0.2 0.3 0.2 0.083
C 0.069 0.057 -0.612 -0.1 -0.1 -0.2 -0.414
O 0.306 -1.069 -0.989 0.1 -0.1 0.0 0.100
H -7.143 -2.270 1.082 -0.1 0.0 0.1 0.078
H -6.936 -1.086 -0.217 -0.1 0.1 0.0 0.078
H -6.366 -2.743 -0.437 -0.1 -0.1 -0.1 0.077
H -4.661 -2.399 1.368 0.0 0.2 0.0 0.130
H -5.230 -0.732 1.583 0.1 -0.1 -0.1 0.129
H -1.938 -1.086 -1.612 -0.1 0.1 0.0 0.142
H -2.979 0.365 -1.787 0.1 -0.1 0.1 0.146
H 2.782 1.805 0.669 0.0 0.1 0.0 0.123
H 2.258 -1.914 -0.806 -0.2 0.0 0.0 0.094
H 4.734 -2.971 -0.608 0.1 -0.2 0.0 0.111
H 7.115 -1.958 0.298 0.0 0.0 0.0 0.085
H 6.806 -0.820 1.622 0.1 0.0 0.1 0.088
H 7.183 -0.207 0.017 0.1 0.0 0.0 0.088
```
Forces are in eV/Å.

* structure (SMILES): CCOC(=O)CN1C(=O)S/C(=C/c2ccc(C)o2)C1=O
* HOMO-LUMO gap: 7.5 eV
* ΔE to the lowest compared entry with this formula, charge and spin: 0.547 eV


| no. | E_tot (eV) |
| --- | --- |
| 1 | -60400.5252 |
| 2 | -48860.9708 |
| 3 | -55433.9497 |
| 4 | -36255.3544 |